1.
This record from the OMol25 dataset describes a structure of composition C16H25N4O9P2V. The level of theory is ωB97M-V/def2-TZVPD.

Results
2S+1: 4
Strongest force on any atom, eV/Å: 3.1
⟨S²⟩: 3.79
E_LUMO (alpha / beta), eV: 1.5 / 1.5
Gap between HOMO and LUMO (alpha / beta), eV: 3.8 / 6.1
Total charge: -1

Each line ends with the Mulliken charge.
Atoms and positions in Å:
V1 -1.05052 0.04267 1.87169  0.7844
C1 -4.91290 -1.48999 1.46122  -1.4647
C2 -3.77049 -0.68334 0.95689  0.6831
O1 -2.69622 -0.71751 1.71756  -0.1045
C3 -3.77874 0.04938 -0.20266  -1.0726
C4 -2.66834 0.83137 -0.68189  0.8487
C5 -2.86158 1.73565 -1.86212  -1.4001
N1 -1.47527 0.78674 -0.05669  -0.0550
N2 -0.42946 1.51531 -0.60847  -0.4318
C6 0.56432 1.56339 0.23072  -0.0656
O2 0.48260 0.96777 1.40086  -0.1177
C7 1.79993 2.29943 -0.08895  0.3701
C8 2.90993 2.15476 0.73692  -0.4240
C9 4.08979 2.83873 0.44872  -0.7232
C10 4.17624 3.66020 -0.66813  -0.4067
C11 3.06150 3.81811 -1.48576  -0.6566
C12 1.87832 3.14253 -1.19699  -0.1453
H1 -4.62024 -2.54152 1.54584  0.2727
H2 -5.77918 -1.40771 0.80267  0.3431
H3 -5.18516 -1.16040 2.46828  0.3169
H4 -4.70023 0.09924 -0.77004  0.2670
H5 -3.92327 1.95238 -1.99479  0.4779
H6 -2.49119 1.30118 -2.80158  0.1338
H7 -2.31805 2.67019 -1.70890  0.3059
H8 2.83483 1.48282 1.58494  0.4547
H9 4.94937 2.71778 1.09773  0.3985
H10 5.10105 4.17555 -0.89856  0.3743
H11 3.10966 4.47922 -2.34472  0.3860
H12 0.99578 3.27417 -1.81215  0.4265
O3 -1.43257 -1.92721 4.23090  -0.4687
P1 -0.52587 -0.66257 4.60782  0.8018
O4 -0.25165 -0.63385 6.04787  -0.8097
O5 -1.06070 0.59790 3.88968  -0.6406
O6 0.90004 -0.96562 3.77107  -0.1283
P2 1.20548 -2.02518 2.58736  1.1068
O7 1.60901 -3.33807 3.43411  -0.5447
O8 2.35363 -1.56059 1.77249  -0.7591
O9 -0.10562 -2.37915 1.87683  -1.0978
H13 -1.18215 -2.36135 3.39207  0.4149
H14 2.27556 -3.10337 4.08459  0.3371
N3 1.14805 -0.67107 -3.30567  -0.1779
C13 -0.32487 -0.67434 -2.91363  -0.0548
C14 -0.54867 -1.89998 -2.05576  -0.9376
N4 0.30955 -1.78809 -0.92121  0.2342
C15 1.71077 -1.83958 -1.23282  -0.7033
C16 2.05565 -0.64094 -2.08140  -0.0595
H15 1.34443 0.12394 -3.90712  0.3593
H16 1.34871 -1.53397 -3.81098  0.3686
H17 -0.92587 -0.64773 -3.82188  0.3416
H18 -0.47246 0.21234 -2.30069  -0.1173
H19 -0.33776 -2.80411 -2.66463  0.4003
H20 -1.59396 -1.92748 -1.74634  0.3992
H21 0.02791 -2.18092 -0.02334  0.1498
H22 1.99189 -2.76203 -1.78600  0.2734
H23 2.26998 -1.79762 -0.29376  0.2784
H24 3.08727 -0.64060 -2.43110  0.4741
H25 1.83169 0.27313 -1.54007  -0.2165

2.
This record from the OMol25 dataset describes a cluster of 2 separate species, C5H14N3 in total. The level of theory is ωB97M-V/def2-TZVPD.

Results
Strongest force on any atom, eV/Å: 0.8
E_LUMO, eV: -3.0
Gap between HOMO and LUMO, eV: 10.4
Total charge: +1

Each line ends with the Mulliken charge.
Atoms and positions in Å:
C1 -0.79726 0.82835 -2.07390  -0.9719
N1 -1.53649 0.49050 -0.84272  -0.6152
C2 -2.22877 -0.73236 -0.89597  0.0449
N2 -3.18828 -1.00651 -0.13137  -0.6243
H1 -1.42938 1.13338 -2.90553  0.3507
H2 -0.08259 1.62453 -1.86651  0.3096
H3 -0.19802 -0.04610 -2.33347  0.3802
H4 -2.15353 1.24022 -0.55758  0.2495
H5 -1.80389 -1.41066 -1.64397  0.3722
H6 -3.66749 -1.84528 -0.43836  0.2998
C3 2.26715 1.06790 0.82364  -1.1677
C4 1.53895 -0.22683 1.08013  0.7978
C5 2.06541 -1.43069 1.23654  -0.9806
N3 0.10817 -0.03677 1.35355  -0.1952
H7 3.27861 0.95630 1.20563  0.3982
H8 2.32781 1.29923 -0.24300  0.2719
H9 1.74437 1.88433 1.31746  0.3355
H10 1.45003 -2.22403 1.64846  0.2384
H11 3.09471 -1.64415 0.99691  0.3019
H12 -0.42236 0.33989 0.49782  0.4313
H13 -0.02046 0.63891 2.10983  0.4090
H14 -0.34668 -0.90016 1.66240  0.3639

3.
This record from the OMol25 dataset describes the molecule C23H28FN3O5S2. The level of theory is ωB97M-V/def2-TZVPD.

Results
SMILES: O=C(c1ccccc1F)N1CCN(S(=O)(=O)c2ccc(S(=O)(=O)N3CCCCCC3)cc2)CC1
Strongest force on any atom, eV/Å: 1.1
E_LUMO, eV: 0.2
Gap between HOMO and LUMO, eV: 9.4
Total charge: 0

Each line ends with the Mulliken charge.
Atoms and positions in Å:
O1 3.43173 -1.36899 4.25290  -0.6544
C1 2.37096 -1.92122 4.03605  0.5379
N1 1.18577 -1.36797 4.40758  0.0431
C2 -0.12296 -1.80623 3.98195  -0.6795
H1 -0.70306 -2.13141 4.85412  0.4702
C3 -0.83517 -0.63633 3.26443  -1.0000
N2 0.13106 0.28743 2.71548  0.1202
S1 0.92227 -0.31085 1.35775  1.9162
O2 2.25107 0.21495 1.30525  -0.7665
O3 0.72886 -1.72794 1.22345  -0.6932
C4 -0.05757 0.49924 0.09096  -0.2993
C5 -0.92008 -0.24232 -0.69431  -0.3562
C6 -1.68926 0.40409 -1.64941  -0.7896
C7 -1.58063 1.77513 -1.78866  0.0614
C8 -0.71919 2.51648 -0.99986  -0.8207
C9 0.05126 1.87098 -0.04656  -0.7623
H2 0.74062 2.40700 0.58563  0.4807
H3 -0.68200 3.58595 -1.13403  0.5137
S2 -2.50428 2.59687 -3.09492  1.4407
O4 -3.72007 1.86714 -3.30843  -0.7481
O5 -2.57219 3.99268 -2.78031  -0.7153
N3 -1.50344 2.37325 -4.37985  0.3581
C10 -0.59171 3.42961 -4.74416  -1.0601
H4 -0.22369 3.87243 -3.81560  0.3366
C11 -1.27600 4.51679 -5.57630  -0.5349
H5 -2.16764 4.82830 -5.03112  0.3347
C12 -1.65758 4.06448 -6.98360  -0.7770
H6 -2.20661 4.87792 -7.46287  0.3537
C13 -2.51722 2.79960 -7.02112  -0.5768
C14 -1.71884 1.53138 -6.71043  -0.7911
H7 -2.17064 0.67405 -7.21233  0.4031
C15 -1.66880 1.21066 -5.21288  -0.6964
H8 -0.86082 0.49035 -5.01582  0.1089
H9 -2.61556 0.76643 -4.90189  0.5154
H10 -0.70530 1.64007 -7.10171  0.3993
H11 -3.34151 2.89219 -6.31186  0.3263
H12 -2.94368 2.70797 -8.02234  0.3352
H13 -0.75035 3.89338 -7.56976  0.3073
H14 -0.60494 5.37528 -5.64768  0.3870
H15 0.25451 2.99373 -5.28097  0.5673
H16 -2.38402 -0.13206 -2.27590  0.4869
H17 -0.96576 -1.31049 -0.55082  0.5455
C16 0.94115 0.94358 3.72559  -0.8485
H18 1.88009 1.21344 3.24204  0.4808
C17 1.20159 -0.01073 4.90636  -0.9566
H19 0.42647 0.08407 5.67185  0.3591
H20 2.18024 0.17987 5.34766  0.4348
H21 0.42663 1.85138 4.05772  0.4584
H22 -1.44174 -1.01073 2.44036  0.3478
H23 -1.47696 -0.07801 3.95084  0.4079
H24 -0.01587 -2.63989 3.28895  0.4692
C18 2.32375 -3.27058 3.39788  0.3627
C19 1.70328 -4.36831 3.98012  0.7563
C20 1.73549 -5.62226 3.40023  -0.6913
C21 2.40382 -5.78559 2.19927  -0.4185
C22 3.04011 -4.70816 1.60431  -0.8410
C23 3.01172 -3.46318 2.20507  -0.3558
H25 3.50597 -2.61525 1.75798  0.4755
H26 3.56530 -4.84109 0.67114  0.4093
H27 2.43078 -6.75905 1.73338  0.3973
H28 1.24261 -6.44676 3.89122  0.4651
F1 1.04905 -4.22113 5.15735  -0.3406

4.
This record from the OMol25 dataset describes a structure of composition C16H26O3PdSiTe4. The level of theory is ωB97M-V/def2-TZVPD.

Results
2S+1: 5
Strongest force on any atom, eV/Å: 1.5
⟨S²⟩: 6.04
E_LUMO (alpha / beta), eV: -1.0 / -2.4
Gap between HOMO and LUMO (alpha / beta), eV: 6.0 / 5.2
Total charge: 0

Each line ends with the Mulliken charge.
Atoms and positions in Å:
Pd1 0.05298 -2.02795 -1.19150  -0.4141
Te1 1.71200 -1.85497 -3.11886  -0.0012
Te2 2.03265 -4.03585 -0.91155  -0.1765
Te3 -0.55297 -4.79121 -1.13430  0.0141
Te4 -2.03227 -2.91020 -2.47750  -0.1038
O1 1.08051 -0.10965 3.25358  -0.3732
C1 0.27143 -1.06587 3.78905  0.7464
C2 0.11675 -1.18178 5.16778  -0.9142
C3 -0.71957 -2.14368 5.70511  -0.5096
C4 -1.42734 -2.99952 4.87233  -0.7917
C5 -1.28288 -2.87543 3.50190  -0.3155
C6 -0.43212 -1.92525 2.94370  0.1412
C7 -0.31061 -1.88400 1.45529  1.0987
O2 -1.29196 -2.21959 0.74884  -0.7770
O3 0.78618 -1.54204 0.92466  -0.7695
H1 1.46510 0.40622 3.97111  0.2619
H2 0.66149 -0.50640 5.81958  0.3037
H3 -0.82007 -2.21969 6.78007  0.3812
H4 -2.08697 -3.75010 5.28549  0.4025
H5 -1.83435 -3.51409 2.82450  0.4365
C8 -1.10371 0.82120 0.39780  -1.5349
Si1 -0.06425 0.45988 -1.13149  1.4662
C9 1.68351 1.28060 -0.90517  2.3445
C10 1.45115 2.53787 -0.04620  -1.8695
C11 2.35782 1.70553 -2.21302  -1.4669
C12 2.64449 0.36928 -0.13609  -1.4774
C13 -1.10384 1.18648 -2.60758  2.3347
C14 -2.58375 0.86641 -2.36200  -1.7067
C15 -0.98609 2.71981 -2.59682  -1.8534
C16 -0.69772 0.66546 -3.98309  -1.7022
H6 -1.45609 1.85505 0.32952  0.4872
H7 -0.51618 0.72179 1.30894  0.2265
H8 -1.97026 0.16587 0.45894  0.3611
H9 0.80341 3.26664 -0.53259  0.2949
H10 2.41804 3.02123 0.13061  0.5643
H11 1.02523 2.28534 0.92548  0.2618
H12 1.76995 2.41820 -2.78993  0.2414
H13 2.58396 0.85912 -2.86212  0.1585
H14 3.31269 2.18456 -1.97078  0.5127
H15 2.24969 0.08616 0.83898  0.1658
H16 3.59452 0.89675 0.00436  0.5378
H17 2.85519 -0.55475 -0.68221  0.0450
H18 -2.96593 1.38454 -1.48183  0.3093
H19 -2.76665 -0.19884 -2.22160  0.0030
H20 -3.17064 1.19538 -3.22625  0.5328
H21 -1.25087 3.14354 -1.62612  0.2992
H22 -1.69204 3.12463 -3.33018  0.5753
H23 0.00659 3.07272 -2.87070  0.3025
H24 -0.86396 -0.40977 -4.06902  0.1079
H25 0.35212 0.86224 -4.20760  0.3210
H26 -1.30438 1.15814 -4.75152  0.5179

5.
This record from the OMol25 dataset describes a structure of composition C3H2BeO2. The level of theory is ωB97M-V/def2-TZVPD.

Results
2S+1: 2
Strongest force on any atom, eV/Å: 6.4
⟨S²⟩: 0.75
E_LUMO (alpha / beta), eV: -6.2 / -6.2
Gap between HOMO and LUMO (alpha / beta), eV: 6.1 / 10.1
Total charge: +1

Each line ends with the Mulliken charge.
Atoms and positions in Å:
H1 0.89486 0.88772 0.74637  0.3151
O1 1.47071 0.12131 -2.13175  -0.3114
C1 1.78070 0.46516 -1.04715  1.0100
C2 1.83120 0.91587 0.17005  -0.6546
Be1 1.58753 -0.91094 -2.98049  0.3541
H2 2.70540 1.48362 0.49005  0.2970
C3 1.05315 -2.86769 -0.51390  0.0432
O2 1.14414 -1.85031 -0.99667  -0.0534

So what do the calculations give for relative energy (zero: lowest compared OMol25 entry of this formula, charge and spin)? Going down the list: 68.40; 45.84; 5.64; 1.02; 0.00 kcal/mol.